Formula: C52H40NOPPbS4
Source: OMol25
Level of theory: ωB97M-V with the def2-TZVPD basis set

The geometry in XYZ format:
```
100
Properties=species:S:1:pos:R:3:mulliken_charge:R:1
Pb -0.01 0.23 -0.35 0.63
S -1.85 -0.05 -2.28 -0.58
C -2.24 -1.73 -2.10 1.34
C -2.67 -2.41 -3.25 -0.99
C -3.00 -3.75 -3.22 -0.62
C -2.95 -4.44 -2.01 -0.84
C -2.56 -3.78 -0.87 -0.76
C -2.19 -2.45 -0.91 0.17
S -1.66 -1.70 0.64 0.09
C -0.28 -2.84 1.10 -1.23
C 0.73 -2.19 1.98 0.51
C 1.12 -2.79 3.17 -1.07
C 2.18 -2.24 3.88 -0.78
C 2.81 -1.12 3.37 -0.79
C 2.30 -0.53 2.22 0.25
C 2.92 0.76 1.75 -1.03
S 2.81 1.09 -0.05 -0.16
C 3.71 -0.36 -0.62 -0.06
C 5.08 -0.32 -0.43 -0.43
C 5.87 -1.40 -0.79 -0.76
C 5.27 -2.52 -1.35 -0.68
C 3.92 -2.54 -1.57 -0.81
C 3.09 -1.46 -1.22 1.08
S 1.41 -1.65 -1.65 -0.40
N 1.28 -1.05 1.56 1.16
H -2.72 -1.86 -4.18 0.49
H -3.30 -4.25 -4.12 0.39
H -3.23 -5.48 -1.97 0.41
H -2.53 -4.31 0.07 0.44
H 0.18 -3.12 0.16 0.38
H -0.71 -3.71 1.60 0.66
H 0.62 -3.68 3.53 0.51
H 2.52 -2.69 4.80 0.45
H 3.67 -0.69 3.86 0.52
H 3.98 0.78 2.01 0.75
H 2.42 1.62 2.21 0.26
H 5.53 0.56 0.00 0.48
H 6.94 -1.37 -0.62 0.39
H 5.87 -3.38 -1.63 0.38
H 3.44 -3.39 -2.02 0.47
O 1.11 2.14 -2.61 -0.30
C 0.35 2.74 -1.99 0.04
C -0.49 3.71 -1.57 0.99
C -0.47 4.77 -2.54 -1.42
C -1.02 5.98 -2.22 -0.76
C -1.70 6.14 -1.00 -0.81
C -1.88 5.05 -0.17 -0.15
C -1.22 3.83 -0.36 -0.03
P -1.84 2.24 1.13 2.71
C -3.50 2.76 0.56 0.76
C -3.71 2.78 -0.82 0.34
C -4.92 3.18 -1.35 -0.95
C -5.95 3.56 -0.51 -0.89
C -5.77 3.51 0.86 -0.84
C -4.56 3.11 1.39 -0.38
C -1.27 3.47 2.37 0.56
C -1.99 3.76 3.53 -0.45
C -1.55 4.72 4.42 -0.75
C -0.38 5.41 4.17 -0.79
C 0.38 5.10 3.05 -0.89
C -0.06 4.13 2.17 -0.40
H -0.01 4.60 -3.51 0.52
H -0.97 6.79 -2.92 0.41
H -2.09 7.11 -0.74 0.47
H -2.48 5.17 0.72 0.33
H -2.92 2.44 -1.47 -0.11
H -5.05 3.20 -2.42 0.45
H -6.90 3.86 -0.93 0.39
H -6.57 3.79 1.52 0.43
H -4.44 3.07 2.46 0.16
H -2.89 3.21 3.75 0.05
H -2.14 4.94 5.30 0.44
H -0.04 6.17 4.87 0.40
H 1.30 5.63 2.86 0.46
H 0.53 3.88 1.30 0.28
C -6.65 -0.47 -0.31 -0.79
C -5.37 -0.21 -0.79 -0.94
C -4.34 0.02 0.10 1.50
C -4.55 -0.01 1.47 0.24
C -5.83 -0.30 1.93 -0.34
C -6.87 -0.52 1.05 -0.81
C -3.49 0.18 2.44 -1.26
C -2.44 1.02 2.48 0.19
C -1.55 0.86 3.65 0.72
C -0.18 1.00 3.51 0.78
C 0.68 0.82 4.58 -0.73
C 0.18 0.45 5.82 -1.03
C -1.19 0.34 5.99 -1.12
C -2.04 0.57 4.93 -0.40
H -7.46 -0.63 -1.01 0.43
H -5.17 -0.19 -1.84 0.54
H -3.35 0.20 -0.28 -0.54
H -6.02 -0.36 3.00 0.50
H -7.86 -0.73 1.43 0.40
H -3.61 -0.47 3.30 0.57
H 0.22 1.26 2.54 -0.45
H 1.74 0.97 4.45 0.57
H 0.85 0.25 6.64 0.45
H -1.59 0.10 6.97 0.44
H -3.11 0.52 5.10 0.56
```

The calculation puts the molar mass at 1061.34 u. The calculated total energy is -115985.43016 eV. The value obtained for the LUMO energy is -1.11 eV. For the frontier orbital gap, the calculation gives 5.01 eV. As for the total charge: 0.